Below is 10 unconnected molecules or ions with the total composition C22H45N14O6 at a distorted geometry, with properties calculated with the ωB97M-V functional and the def2-TZVPD basis.

XYZ file:
```
87
Properties=species:S:1:pos:R:3:forces:R:3:lowdin_charge:R:1
C -0.195829 -0.115759 -0.995684 -2.006 -1.107 -2.589 -0.48
O -0.911881 -0.742058 -2.059445 0.587 0.391 1.692 -0.53
H -0.674913 0.834389 -0.759456 0.285 1.165 -0.030 0.00
H -0.261305 -0.587109 -0.015047 0.358 -0.915 0.589 0.00
H 0.836429 -0.022735 -1.333193 0.698 0.492 0.539 0.02
C -6.076815 2.541253 -4.978279 1.130 -0.108 -2.392 -0.84
O -5.357626 1.938766 -5.729536 0.580 -1.046 -2.170 0.06
N -5.993974 2.365291 -3.722311 0.237 -1.127 5.208 0.17
N -6.942412 3.463496 -5.325543 -1.856 2.060 -1.773 0.15
H -5.348634 1.610885 -3.536546 0.128 0.427 1.085 0.14
H -6.323595 3.099172 -3.111665 0.482 -0.776 0.463 0.11
H -7.030888 3.542071 -6.328584 -0.515 0.579 0.381 0.12
H -7.520030 3.895403 -4.618506 -0.169 -0.008 -0.848 0.10
C 5.375558 -2.863979 -4.604301 -2.142 1.910 0.499 -0.74
O 4.213176 -2.894644 -4.987379 0.810 -0.561 -0.092 0.04
N 6.310178 -3.767834 -4.818591 1.344 -2.350 -1.103 0.14
N 5.835849 -1.835045 -3.842181 0.019 0.709 0.521 0.13
H 7.233123 -3.688389 -4.416153 -0.397 -0.293 -0.252 0.10
H 6.035854 -4.542366 -5.405922 0.416 0.057 0.229 0.11
H 6.831020 -1.680912 -3.764859 -0.492 0.382 0.138 0.09
H 5.141699 -1.124080 -3.661114 0.470 0.116 0.034 0.11
C 2.916804 3.896622 -6.548647 -3.000 -1.495 0.191 -0.83
O 2.079308 3.076421 -6.850234 0.224 -1.470 -1.616 0.06
N 2.690040 4.692432 -5.579685 -1.171 4.147 4.944 0.15
N 4.082610 4.186516 -7.037732 3.285 -1.339 -3.506 0.15
H 3.432730 5.354395 -5.405547 -0.955 0.171 0.893 0.10
H 1.826201 4.670633 -5.056809 0.352 0.054 -0.127 0.13
H 4.644928 4.945924 -6.681113 0.152 -0.738 -0.635 0.11
H 4.311127 3.487783 -7.730303 1.127 0.688 -0.177 0.12
C -1.194968 -7.755206 -3.044971 -0.782 2.557 -3.952 -0.82
O -1.319836 -7.278540 -4.165339 0.363 -0.569 -0.955 0.03
N -1.156162 -6.986082 -2.020760 0.263 2.842 4.431 0.17
N -1.158652 -9.017220 -2.756767 0.403 -4.227 0.401 0.15
H -1.143820 -5.984700 -2.151843 -0.029 -0.187 0.071 0.14
H -0.899333 -7.387177 -1.130111 0.045 0.598 -0.079 0.11
H -1.057739 -9.616447 -3.563510 -0.488 -0.305 0.557 0.12
H -1.568152 -9.270686 -1.868982 0.231 -0.692 -0.507 0.11
C -6.904841 -4.254653 -3.570957 1.512 2.599 -2.415 -0.83
O -6.299626 -3.970223 -4.583313 0.764 -0.928 -1.556 0.04
N -8.061855 -4.819754 -3.559760 -4.534 -3.372 -1.248 0.15
N -6.609266 -3.664680 -2.471135 1.938 1.731 4.912 0.16
H -8.331018 -5.116410 -4.486929 -0.297 -0.293 0.351 0.12
H -8.542471 -5.203408 -2.758571 0.312 0.135 -0.258 0.11
H -7.156670 -3.800612 -1.633298 0.458 0.218 -0.121 0.11
H -5.742174 -3.146859 -2.460128 -0.145 -0.092 0.301 0.13
C -4.477815 -3.480116 5.709047 1.590 -0.829 -0.016 -0.10
C -4.516608 -4.754246 6.605576 -0.953 0.228 -0.969 -0.25
C -3.180842 -5.490233 6.992696 -0.891 0.704 -0.202 -0.17
C -2.533627 -6.187221 5.853630 0.550 -0.094 -1.210 -0.23
N -2.092279 -6.780444 4.954234 -0.732 0.986 1.587 0.13
H -3.828613 -3.820975 4.902545 0.070 0.764 -0.466 0.07
H -4.040914 -2.608197 6.195843 0.300 -0.156 0.120 0.07
H -5.406319 -3.110031 5.274281 -0.278 -0.675 0.250 0.07
H -5.045046 -5.488583 5.997607 -0.423 -0.075 0.235 0.10
H -5.158213 -4.458407 7.435584 0.381 -0.743 0.585 0.10
H -3.407640 -6.317349 7.665402 -0.177 0.234 0.324 0.11
H -2.565102 -4.762020 7.520594 0.580 -0.349 -0.243 0.11
N 0.789702 -0.034451 9.140044 -0.770 -0.488 0.553 -0.02
C 1.275980 -1.329628 9.289530 -0.111 1.493 -0.308 -0.12
C 1.642365 -1.715356 8.021013 0.630 -2.282 1.730 -0.16
C 1.338813 -0.742870 7.114648 -1.349 2.493 -0.824 -0.11
C 0.722422 0.312487 7.825362 1.114 -1.123 -0.625 -0.12
H 0.317206 0.489187 9.862981 0.207 -0.176 -0.097 0.14
H 1.349481 -1.775893 10.270267 0.067 -0.040 -0.232 0.10
H 2.069123 -2.689689 7.834019 0.091 0.102 -0.233 0.10
H 1.506333 -0.792017 6.048854 -0.119 0.103 0.087 0.10
H 0.255220 1.236117 7.517087 0.229 -0.092 -0.054 0.10
N -0.367275 8.195449 0.368058 2.206 1.734 -1.679 0.02
C 0.951512 7.777224 0.282141 1.156 0.548 0.606 -0.14
C 1.835909 8.812606 -0.173683 -3.486 -1.965 0.477 -0.07
C 0.909214 9.864398 -0.532565 1.366 -0.376 0.463 -0.14
C -0.348817 9.474481 -0.208710 -1.331 -0.003 0.826 -0.17
H -1.145880 7.705245 0.784668 0.300 0.104 -0.363 0.14
H 1.165315 6.774590 0.621870 0.271 0.078 -0.014 0.10
H 2.908231 8.702385 -0.239879 -0.199 0.192 -0.185 0.08
H 1.187367 10.845198 -0.888996 -0.176 -0.071 -0.122 0.09
H -1.229706 10.097976 -0.249906 -0.097 -0.253 -0.023 0.10
N 7.545132 3.256352 2.615957 -0.558 -0.707 0.545 -0.01
C 6.676299 3.170623 1.580745 0.668 -0.559 -1.198 -0.12
C 7.104871 4.118456 0.639155 -3.473 -1.482 -0.184 -0.13
C 8.016375 4.924059 1.249124 1.877 0.721 0.396 -0.13
C 8.371656 4.288391 2.416234 0.733 1.859 1.174 -0.17
H 7.562205 2.653950 3.426465 -0.087 0.194 -0.255 0.15
H 5.942080 2.378593 1.579518 0.052 0.114 -0.354 0.11
H 6.601707 4.254968 -0.306677 0.078 0.158 0.039 0.09
H 8.330149 5.892244 0.887785 0.438 -0.238 0.037 0.10
H 8.957879 4.648867 3.248590 0.260 -0.060 -0.208 0.10
```
Positions in Å, forces in eV/Å.

* frontier orbital gap: 3.16 eV
* calculated total energy: -2083.221020 hartree
* charge: -1